Record 1
Entry from the Open Molecules 2025 dataset: 7 unconnected molecules or ions with the total composition C22H62N4O7 (ωB97M-V with the def2-TZVPD basis set).

Its SMILES is COC[C@H](C)N.COC[C@H](C)N.COC[C@H](C)N.COC[C@H](C)N.CCO.CCO.CCO. The LUMO energy comes out at 0.39 eV. The highest occupied orbital energy is -8.854 eV. The value obtained for the energy above the lowest of the compared OMol25 structures with the same formula, charge and spin is 260.8 kJ/mol. Its total energy is -1620.9125 hartree.

ORCA input file:
```
! wB97M-V def2-TZVPD RIJCOSX def2/J DEFGRID3
* xyz 0 1
C -1.65928 -0.51138 -1.80412
O -0.89604 0.66061 -1.41482
C 0.29005 0.36944 -0.67676
C -0.06713 0.47079 0.89461
C -0.87697 -0.63572 1.53714
N -0.67275 1.78033 1.00556
H -2.23928 -0.22773 -2.68233
H -2.33236 -0.83861 -1.01166
H -1.04077 -1.38211 -2.02180
H 0.57621 -0.66187 -0.88317
H 1.11530 1.00741 -0.99307
H 0.82866 0.54193 1.51154
H -1.84174 -0.81978 1.06445
H -1.06073 -0.63482 2.61153
H -0.40699 -1.57443 1.24383
H 0.00703 2.48247 0.75064
H -1.39433 1.83287 0.30082
C -3.86558 -3.49028 0.02394
O -3.23926 -3.71555 -1.27871
C -4.21460 -4.16390 -2.23692
C -3.54350 -4.81918 -3.45518
C -2.96956 -3.77977 -4.37027
N -4.51290 -5.57023 -4.28131
H -4.12705 -4.43040 0.50963
H -4.70378 -2.80451 -0.09955
H -3.14630 -2.99419 0.67559
H -4.70668 -5.01009 -1.75742
H -4.84347 -3.33614 -2.56468
H -2.81436 -5.56641 -3.14201
H -3.73025 -3.15480 -4.83811
H -2.47683 -4.31615 -5.18119
H -2.20648 -3.23587 -3.81350
H -4.03920 -5.66378 -5.16842
H -5.27531 -4.91142 -4.35041
C 5.35505 -2.87315 5.89993
O 4.19259 -2.94440 5.02855
C 4.37284 -2.21699 3.81626
C 3.07527 -2.20063 2.92389
C 3.52023 -2.06508 1.48755
N 2.25685 -1.07126 3.30260
H 5.21805 -3.55133 6.74219
H 5.56360 -1.87187 6.27683
H 6.23758 -3.25014 5.38309
H 4.61436 -1.16792 3.98724
H 5.26691 -2.59205 3.31820
H 2.49735 -3.12253 2.98867
H 3.85990 -1.03459 1.38356
H 2.61611 -2.13600 0.88287
H 4.21846 -2.84447 1.18236
H 1.90718 -1.40211 4.19050
H 2.68196 -0.15508 3.30147
C 1.53925 4.80841 -1.87508
O 1.04710 4.23764 -3.10317
C -0.01075 3.33272 -3.07970
C -1.36373 4.06799 -3.23286
C -2.62328 3.14853 -3.14307
N -1.47959 4.81894 -4.47826
H 0.84017 5.45994 -1.35078
H 2.36768 5.47056 -2.12677
H 1.91640 4.04035 -1.19985
H -0.01221 2.62206 -3.90617
H 0.02971 2.74364 -2.16349
H -1.22489 4.76713 -2.40822
H -2.59965 2.33183 -3.86457
H -3.52186 3.68213 -3.45277
H -2.65107 2.74619 -2.13043
H -2.02494 5.63291 -4.23303
H -0.58152 5.18441 -4.76114
C 4.76835 3.61710 2.98766
C 3.24422 3.49594 3.06816
O 2.85689 2.32537 2.44019
H 5.33356 3.22312 3.83231
H 5.13373 4.64321 3.02888
H 5.15798 3.07192 2.12796
H 2.88794 4.33777 2.47446
H 2.81592 3.45635 4.06971
H 2.05784 2.49459 1.93573
C 1.46090 -4.80067 -1.27940
C 0.00923 -5.14461 -1.00100
O -0.66780 -4.29310 -0.09056
H 1.96935 -5.52937 -1.91074
H 2.10074 -4.85096 -0.39839
H 1.51952 -3.82980 -1.77144
H -0.18516 -6.17647 -0.70842
H -0.52544 -5.06433 -1.94746
H -1.32902 -3.75662 -0.53391
C -1.91990 4.63098 1.94422
C -2.20906 5.99512 2.38835
O -3.24164 6.64954 1.63247
H -1.62934 4.58257 0.89478
H -2.73050 3.93297 2.15349
H -1.06606 4.25427 2.50736
H -1.26942 6.54547 2.34046
H -2.56164 6.00918 3.41965
H -2.99607 6.68797 0.70519
*
```

***

Record 2
Entry from the Open Molecules 2025 dataset: 8 unconnected molecules or ions with the total composition C22H63N3O8 (ωB97M-V with the def2-TZVPD basis set).

Its SMILES is COC[C@H](C)N.COC[C@H](C)N.COC[C@H](C)N.CCO.CCO.CCO.CCO.CCO. The LUMO energy comes out at 0.63 eV. The highest occupied orbital energy is -9.371 eV. The value obtained for the energy above the lowest of the compared OMol25 structures with the same formula, charge and spin is 38.8 kJ/mol. Its total energy is -1642.0789 hartree.

ORCA input file:
```
! wB97M-V def2-TZVPD RIJCOSX def2/J DEFGRID3
* xyz 0 1
C 2.57900 0.84456 3.95486
O 1.74404 -0.23951 3.64200
C 0.41105 0.13627 3.36827
C -0.24892 -0.99970 2.61211
C -1.71053 -0.72150 2.30778
N -0.08839 -2.22440 3.45116
H 2.67613 1.52972 3.10946
H 3.55774 0.44645 4.21610
H 2.19366 1.40668 4.81720
H -0.14071 0.33540 4.29701
H 0.35971 1.04800 2.76021
H 0.22848 -1.14526 1.63989
H -2.32345 -0.29759 3.10782
H -2.20015 -1.67451 2.07983
H -1.79185 -0.06673 1.43657
H -0.20117 -3.01694 2.82404
H 0.89606 -2.23887 3.70748
C 1.15176 -3.87951 0.04582
O 0.69762 -5.21689 0.00632
C -0.20660 -5.51643 1.04561
C -0.32050 -7.01240 1.16449
C -1.08818 -7.60243 -0.01382
N -1.02055 -7.33064 2.41828
H 1.76559 -3.71817 0.94447
H 0.31091 -3.17838 0.01883
H 1.81728 -3.76755 -0.80830
H 0.12227 -5.04901 1.98570
H -1.20021 -5.09333 0.81791
H 0.69649 -7.42574 1.12500
H -2.16077 -7.43845 0.09417
H -0.90863 -8.67973 -0.05379
H -0.73777 -7.16500 -0.94728
H -0.40397 -7.16118 3.20711
H -1.21292 -8.32737 2.44245
C 1.96110 3.85502 1.61688
O 0.90871 4.72455 1.32447
C 0.15581 4.27232 0.21786
C -0.91402 5.31012 -0.06803
C -1.95793 5.34405 1.04991
N -1.51604 5.00874 -1.38509
H 2.79701 3.94526 0.90022
H 1.64791 2.81140 1.65652
H 2.43708 4.16507 2.55202
H 0.81275 4.15450 -0.65705
H -0.28197 3.28387 0.43969
H -0.37729 6.26022 -0.13187
H -1.47958 5.38410 2.03143
H -2.49608 4.39559 0.99497
H -2.61404 6.21132 0.98024
H -2.40429 5.50079 -1.43471
H -1.77820 4.02157 -1.37832
C -4.01586 -1.61025 -1.13787
C -2.62517 -2.21237 -1.11540
O -1.78650 -1.76102 -2.16502
H -3.90118 -0.53319 -1.03551
H -4.58169 -1.97777 -0.28189
H -4.50848 -1.86063 -2.07907
H -2.65355 -3.31282 -1.09351
H -2.14220 -1.95727 -0.16845
H -2.28304 -1.82074 -2.98660
C -4.80530 2.93876 -0.04293
C -3.90774 1.81563 0.46538
O -2.82340 1.60081 -0.42242
H -5.36580 2.69231 -0.94724
H -4.13206 3.73911 -0.38436
H -5.43248 3.41190 0.70994
H -4.50664 0.90549 0.58768
H -3.50776 2.09541 1.43855
H -3.10186 1.68525 -1.33941
C 1.40004 0.88755 -1.72286
C 0.75601 0.27869 -0.48260
O 1.68111 0.56961 0.57272
H 2.43775 0.56086 -1.74674
H 1.31452 1.97239 -1.74338
H 0.94453 0.51479 -2.64748
H 0.56173 -0.77310 -0.71152
H -0.20258 0.74340 -0.24219
H 1.99588 -0.19441 1.06347
C 0.70944 4.11206 -5.87693
C 0.77496 3.95481 -4.37238
O -0.56536 3.93482 -3.86481
H 0.45534 5.13367 -6.15009
H -0.01033 3.39661 -6.27344
H 1.67283 3.88518 -6.34383
H 1.29854 4.79853 -3.90723
H 1.30226 3.04264 -4.07514
H -0.58458 4.39722 -3.01330
C 5.44165 -1.14609 -0.41739
C 6.04693 -1.85395 -1.61032
O 5.91022 -0.96810 -2.73467
H 4.36117 -1.21304 -0.52964
H 5.76524 -0.10829 -0.36856
H 5.74913 -1.61820 0.51763
H 5.47915 -2.76831 -1.81920
H 7.10053 -2.12661 -1.50873
H 6.14112 -1.45966 -3.52715
*
```

***

Record 3
Entry from the Open Molecules 2025 dataset: 8 unconnected molecules or ions with the total composition C22H64N4O10 (ωB97M-V with the def2-TZVPD basis set).

Its SMILES is COC[C@H](C)N.COC[C@H](C)N.COC[C@H](C)N.COC[C@H](C)N.OCCO.OCCO.CO.CO. The LUMO energy comes out at 0.19 eV. The highest occupied orbital energy is -9.157 eV. The value obtained for the energy above the lowest of the compared OMol25 structures with the same formula, charge and spin is 872.1 kJ/mol. Its total energy is -1847.7039 hartree.

ORCA input file:
```
! wB97M-V def2-TZVPD RIJCOSX def2/J DEFGRID3
* xyz 0 1
C 6.58781 -2.32004 -16.72204
O 6.79309 -2.40935 -18.11692
C 6.86655 -1.07998 -18.74990
C 6.51924 -1.37397 -20.21362
C 7.64148 -2.02963 -21.10280
N 6.30334 -0.09352 -20.90191
H 7.43049 -1.72466 -16.37063
H 6.79748 -3.33672 -16.38963
H 5.55524 -2.02915 -16.52893
H 6.11833 -0.41874 -18.31284
H 7.76284 -0.46880 -18.64408
H 5.63038 -2.00475 -20.20162
H 7.32715 -2.18508 -22.13485
H 8.03112 -2.90253 -20.57904
H 8.48045 -1.35169 -21.25970
H 5.64965 0.52143 -20.43865
H 7.16585 0.38999 -20.69601
C 14.33739 0.03660 -4.40644
O 13.25763 -0.39636 -3.62763
C 13.53698 -0.34352 -2.17553
C 12.35907 -1.01134 -1.41652
C 10.99632 -0.32716 -1.43470
N 12.80005 -1.26335 -0.06014
H 14.27683 -0.09815 -5.48638
H 15.20778 -0.47269 -3.99275
H 14.49336 1.11325 -4.33874
H 14.55969 -0.61024 -1.90901
H 13.48369 0.70633 -1.88731
H 12.24826 -1.98829 -1.88705
H 10.29456 -0.80823 -0.75338
H 10.61836 -0.55704 -2.43089
H 11.00049 0.75520 -1.30598
H 12.21902 -0.74844 0.58591
H 12.45818 -2.20074 0.09645
C 13.85628 7.25072 -16.07295
O 12.92207 8.21542 -16.57595
C 11.55053 7.82680 -16.50150
C 11.17112 6.37452 -17.00237
C 11.57624 6.12607 -18.45924
N 9.72110 6.26228 -17.03407
H 13.45317 6.96225 -15.10219
H 14.84000 7.70115 -15.94072
H 13.98118 6.36955 -16.70227
H 11.33146 7.79784 -15.43413
H 10.82334 8.58142 -16.80125
H 11.63972 5.57119 -16.43388
H 11.20297 5.13863 -18.73075
H 12.60268 6.12394 -18.82596
H 11.05141 6.87996 -19.04601
H 9.27585 6.77122 -17.78430
H 9.39317 6.64244 -16.15769
C 19.77266 -4.80325 -7.46312
O 18.97328 -3.74016 -8.02345
C 18.51539 -4.02530 -9.34953
C 17.24901 -4.87558 -9.18783
C 16.41824 -5.08470 -10.47950
N 16.41231 -4.23470 -8.20859
H 19.18406 -5.71430 -7.57100
H 19.96054 -4.40406 -6.46640
H 20.68439 -4.73620 -8.05672
H 18.31098 -3.00851 -9.68486
H 19.15952 -4.51395 -10.08057
H 17.38420 -5.87300 -8.76953
H 15.75137 -5.93906 -10.36346
H 16.96006 -5.40555 -11.36921
H 15.85462 -4.18114 -10.71191
H 17.06586 -3.74165 -7.61709
H 15.92453 -3.48751 -8.68176
O 13.29433 2.05032 -14.10404
C 12.43730 1.05760 -13.66658
C 13.14728 -0.06162 -12.81092
O 13.25425 0.17416 -11.39043
H 13.38687 2.78595 -13.49422
H 11.50924 1.47017 -13.27088
H 12.07448 0.69541 -14.62849
H 14.17749 -0.31540 -13.06063
H 12.57879 -0.98864 -12.88547
H 12.36994 0.07567 -11.03003
O 8.77008 0.57770 -8.46101
C 9.18962 0.87347 -7.16733
C 9.10942 2.42304 -6.71414
O 7.85216 2.63434 -6.13859
H 7.86429 0.26335 -8.41278
H 8.53245 0.28879 -6.52360
H 10.17902 0.46384 -6.96388
H 9.18004 3.11621 -7.55237
H 9.88126 2.62842 -5.97239
H 7.26511 2.80422 -6.87893
C 14.68149 -2.33711 -18.18956
O 14.75934 -3.09141 -19.44376
H 13.66771 -1.94059 -18.24541
H 15.02219 -2.69985 -17.21980
H 15.31082 -1.49237 -18.46963
H 15.05722 -2.49925 -20.13818
C 15.90161 4.29697 -9.96215
O 16.55627 4.38829 -11.23200
H 16.46164 3.58220 -9.35918
H 15.95471 5.24860 -9.43331
H 14.91305 3.84586 -10.04794
H 16.89884 3.50093 -11.36173
*
```

***

Record 4
Entry from the Open Molecules 2025 dataset: a molecular structure, C22H64O33P7V (ωB97M-V with the def2-TZVPD basis set).

The LUMO energy comes out at 0.33 eV. The highest occupied orbital energy is -8.871 eV. The value obtained for the energy above the lowest of the compared OMol25 structures with the same formula, charge and spin is 302.1 kJ/mol. Its total energy is -6693.7133 hartree.

ORCA input file:
```
! wB97M-V def2-TZVPD RIJCOSX def2/J DEFGRID3
* xyz 0 1
O -12.40957 -19.17736 2.76745
V -10.87412 -19.52875 3.31412
O -10.51942 -20.92169 2.54126
O -8.86277 -17.17720 5.89255
C -9.43682 -17.96205 5.04901
O -8.98641 -19.05504 4.68059
O -10.53865 -17.61889 4.48003
H -8.07900 -17.61090 6.23782
C -3.79325 -11.25395 4.09638
O -4.06407 -12.07506 5.21816
P -5.50667 -12.15785 5.84994
O -6.43502 -11.06215 5.44103
O -6.00154 -13.66805 5.44328
C -7.22624 -14.22501 5.80107
O -5.18259 -12.23823 7.45558
C -4.89910 -11.00447 8.13206
H -3.23003 -10.36349 4.37559
H -4.69536 -11.06773 3.51361
H -3.14920 -11.75824 3.37597
H -6.96107 -14.95796 6.56301
H -7.60532 -14.81114 4.96390
H -8.00178 -13.66714 6.32586
H -4.37190 -10.24682 7.55229
H -4.23034 -11.30701 8.93788
H -5.83455 -10.62301 8.54134
C -7.39097 -18.81806 -0.65032
O -7.61741 -17.72142 0.28601
P -9.18397 -17.41318 0.64471
O -9.85236 -18.29950 1.59885
O -9.93225 -17.44770 -0.78438
C -11.14358 -16.82571 -0.90238
O -9.15896 -15.87133 1.12962
C -8.68766 -15.57050 2.45203
H -8.01325 -19.69608 -0.47729
H -6.39871 -19.26877 -0.67004
H -7.62725 -18.57439 -1.68613
H -11.90213 -17.60079 -0.79310
H -11.14185 -16.38188 -1.89793
H -11.36727 -15.95998 -0.27902
H -8.48129 -16.45188 3.05922
H -9.34924 -14.80812 2.86335
H -7.77297 -14.99614 2.30519
C -8.15456 -16.37440 9.28531
O -7.58236 -15.32249 10.06390
P -8.50187 -14.13948 10.73857
O -7.68293 -13.09460 11.41240
O -9.49529 -14.98225 11.62130
C -9.06418 -16.00504 12.52006
O -9.35556 -13.66366 9.46158
C -9.94376 -12.42647 9.47096
H -9.23287 -16.31043 9.13950
H -7.91323 -17.35152 9.70374
H -7.70634 -16.25498 8.29893
H -9.44218 -15.99538 13.54237
H -7.98161 -16.01187 12.64684
H -9.35220 -16.99156 12.15683
H -9.47179 -11.75367 10.18698
H -10.99570 -12.43496 9.75637
H -9.82243 -11.88223 8.53439
C -11.91887 -22.70838 7.38856
O -13.02492 -21.98955 6.77759
P -12.74921 -20.52424 6.12111
O -11.58902 -20.44112 5.14802
O -14.19133 -20.16149 5.53556
C -15.31485 -20.05273 6.43276
O -12.56875 -19.57583 7.41198
C -12.30165 -18.14779 7.23257
H -12.19129 -23.30279 8.26065
H -11.14858 -22.00634 7.70778
H -11.50736 -23.46509 6.72061
H -16.32454 -20.06694 6.02236
H -15.25960 -19.07100 6.90313
H -15.18223 -20.69095 7.30636
H -12.86271 -17.75076 6.38659
H -11.22884 -17.95510 7.23922
H -12.76615 -17.70037 8.11129
C -4.36430 -19.16733 8.71651
O -4.02079 -18.59960 7.45513
P -5.09169 -17.79635 6.61373
O -6.52760 -18.04474 7.00134
O -4.69111 -16.27314 6.79959
C -3.39139 -15.86527 6.49179
O -4.77461 -18.18697 5.06024
C -5.72875 -17.86314 4.01933
H -3.74455 -20.06341 8.74892
H -5.37239 -19.46984 8.99995
H -4.00590 -18.56356 9.55025
H -3.09384 -15.13818 7.24738
H -3.48772 -15.31821 5.55395
H -2.67347 -16.68328 6.43222
H -6.50293 -18.62029 3.89496
H -5.15934 -17.79570 3.09234
H -6.36594 -16.99568 4.19135
C -10.96435 -14.63073 6.25427
O -11.71546 -13.44168 5.88628
P -12.09425 -13.14706 4.32257
O -13.03530 -14.17164 3.76852
O -12.64913 -11.61543 4.37719
C -13.47596 -11.14983 3.35571
O -10.66830 -13.03232 3.57677
C -9.81278 -11.87423 3.86899
H -11.55551 -15.46596 6.62980
H -10.18578 -14.41521 6.98603
H -10.56424 -14.99615 5.30849
H -14.32917 -11.82327 3.27444
H -12.94377 -11.10084 2.40572
H -13.84509 -10.18952 3.71578
H -8.80222 -12.06469 3.50763
H -9.73293 -11.72464 4.94572
H -10.11122 -10.90754 3.46336
C -11.16770 -20.37285 12.34512
O -10.68999 -20.85536 11.07544
P -9.74427 -19.86360 10.25235
O -10.52214 -18.70725 9.77364
O -8.48127 -19.46843 11.23291
C -7.53354 -20.38363 11.69430
O -9.14555 -20.88135 9.21205
C -8.35955 -20.37463 8.12246
H -12.24167 -20.55709 12.37261
H -10.93298 -19.34421 12.61882
H -10.76838 -21.06351 13.08783
H -7.53921 -20.52789 12.77469
H -6.60682 -19.91904 11.35750
H -7.54206 -21.32178 11.13940
H -7.64320 -21.12502 7.78799
H -7.79700 -19.47647 8.37730
H -9.06335 -20.17807 7.31368
*
```